Record 1
{"formula": "C6H15NO", "method": "ωB97M-V/def2-TZVPD", "elements": ["O", "N", "C", "C", "C", "C", "C", "C", "H", "H", "H", "H", "H", "H", "H", "H", "H", "H", "H", "H", "H", "H", "H"], "positions_angstrom": [[1.4044, 1.2147, -0.7118], [1.7152, 0.0237, -0.3717], [-2.0136, 0.0159, 0.0858], [1.5683, -0.1485, 1.1013], [-2.2070, -0.4847, 1.2898], [3.0478, -0.3485, -1.0352], [-1.9718, -0.8834, -1.1977], [-1.8271, 1.4188, -0.3152], [3.8301, 0.2637, -0.8393], [2.0516, -1.1996, 1.4718], [-2.5176, 0.0684, 2.1609], [2.0272, 0.5908, 1.6285], [0.5482, -0.1161, 1.4132], [-0.9379, 1.5616, -0.8685], [-2.9938, -0.8825, -1.6323], [-1.7588, 2.0187, 0.7154], [-2.7160, 1.9772, -0.7708], [3.1948, -1.3528, -0.6586], [-1.7288, -1.9055, -0.9498], [2.7484, -0.3800, -2.1263], [1.1375, -0.7020, -0.8232], [-2.2244, -1.5069, 1.3056], [-1.3583, -0.3966, -1.9844]], "atomic_forces_ev_per_a": [[-1.4, 3.2, -1.0], [1.6, -1.7, 0.2], [0.0, -0.6, -2.7], [1.0, -4.9, 0.0], [-0.4, 1.6, -0.4], [-3.7, -2.9, -0.9], [-0.7, 1.2, 0.7], [-2.3, 3.2, 3.7], [2.0, 2.2, 0.8], [-1.2, 2.3, -1.0], [0.5, 0.3, 0.2], [1.7, 2.3, 0.9], [-0.9, -0.2, -0.4], [0.9, 0.3, -0.6], [0.4, 0.0, 0.3], [0.3, -0.9, -2.1], [1.0, -1.3, 0.1], [0.7, -0.4, -0.3], [0.3, -0.3, -0.2], [0.7, 0.2, 1.3], [-0.6, -0.1, 0.3], [-0.3, -2.6, 0.6], [0.1, -0.7, 0.6]], "lowdin_charge": [-0.2138, -0.4278, -0.4367, 0.0015, 0.0161, 0.0231, -0.0640, -0.1016, 0.0511, 0.1418, 0.0667, 0.0504, 0.0566, 0.0291, 0.0839, 0.1190, 0.1020, 0.0778, 0.0589, 0.1204, 0.1437, 0.0257, 0.0761], "e_homo_ev": -8.42, "lumo_ev": 0.76, "de_lowest_kcal_mol": 126.7, "smiles": "C[NH+](C)[O-].C=C(C)C"}

---

Record 2
{"formula": "C6H15NO", "method": "ωB97M-V/def2-TZVPD", "elements": ["O", "N", "C", "C", "C", "C", "C", "C", "H", "H", "H", "H", "H", "H", "H", "H", "H", "H", "H", "H", "H", "H", "H"], "positions_angstrom": [[2.9275, 1.8678, 1.3243], [-0.7405, -0.0221, -0.2254], [1.6154, -0.0901, 0.6792], [-2.4150, -0.1820, -2.0138], [-2.4072, -1.8670, -0.1152], [1.9237, 0.9751, 1.7389], [-1.5489, -0.9351, -1.0101], [0.6366, 0.2402, -0.5127], [1.0490, -0.4391, -1.2557], [3.5197, 2.0924, 2.0339], [-3.2614, 0.3908, -1.6304], [2.5050, -0.6324, 0.3596], [-3.4590, -1.7905, -0.3788], [-2.1797, -2.9290, 0.0509], [0.9652, 1.4169, 2.0640], [-1.2304, 0.6885, 0.2748], [-2.7968, -0.8456, -2.7957], [-1.8319, 0.4587, -2.6753], [0.7482, 1.2887, -0.8364], [2.3332, 0.3881, 2.5705], [-2.2321, -1.4658, 0.8787], [1.0700, -0.8720, 1.2327], [-0.9019, -1.5288, -1.6374]], "atomic_forces_ev_per_a": [[-0.4, 0.6, -1.0], [0.3, -1.1, 0.2], [-1.2, -0.2, 0.5], [-0.3, -0.1, -1.4], [0.1, 0.4, 0.7], [0.2, -1.6, 0.1], [-0.4, 0.1, -0.3], [1.3, 0.4, 0.7], [-0.7, 0.2, -0.7], [0.0, 0.0, 0.5], [0.1, -0.1, 0.3], [0.3, 0.5, -0.3], [-0.1, 0.0, 0.1], [0.4, 0.2, -0.9], [0.4, 0.4, -0.1], [-0.3, 0.3, 0.0], [-0.5, -0.5, 0.4], [0.4, 0.5, 0.5], [0.4, -0.3, -0.1], [-0.3, 0.2, 0.3], [-0.6, 0.2, 0.3], [0.0, 0.2, -0.1], [0.6, -0.2, 0.1]], "lowdin_charge": [-0.0621, -0.0676, -0.1688, -0.0869, -0.0544, -0.2889, -0.4399, -0.2182, 0.1081, 0.0739, 0.0761, 0.1026, 0.0622, 0.0706, 0.1162, 0.1149, 0.0730, 0.0701, 0.1182, 0.1100, 0.0609, 0.1062, 0.1238], "e_homo_ev": -8.12, "lumo_ev": 0.98, "de_lowest_kcal_mol": 50.4, "smiles": "CC(C)NCCCO"}

---

Question: Number 2 is which compound?
Answer: C6H15NO